Record 1
The following is a quantum chemistry calculation of C5H9N in the gas phase, from OMol25.

Structure (SMILES): C=NC(=C)CC
Gap between HOMO and LUMO (eV): 9.812

Last column: Löwdin charge in e.
CARTESIAN COORDINATES (ANGSTROEM)
1 C -1.59890 -1.46506 -0.24837  -0.035
2 N -0.77528 -0.70886 0.31936  0.022
3 C 0.36076 -0.19944 -0.31534  -0.397
4 C 1.07545 -0.99329 -1.11013  0.052
5 C 0.65588 1.24416 -0.02411  -0.214
6 C 0.20742 1.71689 1.35337  -0.115
7 H -2.36305 -1.96855 0.34509  0.071
8 H -1.64328 -1.68852 -1.31535  0.079
9 H 1.97310 -0.62893 -1.59456  0.060
10 H 0.76307 -2.00439 -1.31519  0.052
11 H 1.73647 1.39720 -0.12997  0.110
12 H 0.19551 1.83366 -0.81888  0.113
13 H 0.70554 1.11797 2.11839  0.075
14 H 0.45527 2.75482 1.56617  0.068
15 H -0.84843 1.51940 1.50929  0.060


Record 2
The following is a quantum chemistry calculation of a molecular structure, C10H28ClILaNOP2, from OMol25.

Gap between HOMO and LUMO (eV): 6.337
Total charge: +2

Last column: Löwdin charge in e.
CARTESIAN COORDINATES (ANGSTROEM)
1 C -1.50282 -0.00327 -6.30148  -0.470
2 I -1.48742 0.14103 -4.14758  0.714
3 H -0.47072 0.07513 -6.63478  0.011
4 H -2.10922 0.81933 -6.67298  0.014
5 H -1.93532 -0.96827 -6.55448  0.012
6 La 0.20028 0.00633 -0.61148  1.061
7 P 0.33938 2.31263 -0.79558  0.471
8 C -1.22082 3.26973 -0.71518  -0.231
9 C 1.38358 3.09113 0.49252  -0.233
10 H 1.48978 4.16743 0.31832  0.072
11 H 1.23238 3.97083 -2.36318  0.072
12 H 2.36398 2.60853 0.47052  0.037
13 H 2.08128 2.39313 -2.45368  0.034
14 H -1.71752 3.07353 0.23882  0.051
15 H 0.93208 2.92063 1.47342  0.038
16 C 1.10858 2.88233 -2.35748  -0.247
17 H -1.02892 4.34343 -0.81168  0.070
18 H 0.48038 2.57963 -3.19938  0.007
19 H -1.88652 2.94573 -1.51988  0.045
20 P 0.35208 -2.30097 -0.45148  0.472
21 C -1.20302 -3.24457 -0.23238  -0.232
22 C 1.12798 -3.09147 -1.91048  -0.235
23 H 2.37588 -2.39567 0.84652  0.040
24 H 1.50878 -3.96377 0.92742  0.074
25 H 0.94378 -2.56127 1.88332  0.037
26 C 1.39758 -2.87407 0.93922  -0.229
27 H 2.09718 -2.61467 -2.07808  0.034
28 H 1.25988 -4.16757 -1.75378  0.073
29 H -1.00542 -4.31977 -0.17088  0.072
30 H -1.86982 -3.04517 -1.07568  0.055
31 H 0.49898 -2.92257 -2.78848  0.046
32 H -1.70162 -2.91377 0.68282  0.037
33 Cl 2.57488 -0.00477 -0.84218  0.111
34 C 0.14928 1.12703 4.36572  -0.010
35 N -0.56132 -0.04737 3.88062  -0.151
36 C -1.25542 -0.92567 4.80492  -0.024
37 C -0.57202 -0.34427 2.55172  -0.294
38 O 0.03038 0.36123 1.75862  -0.194
39 H 0.07428 1.23293 5.46802  0.112
40 H -0.27742 2.04293 3.90242  0.107
41 H 1.22568 1.05353 4.09992  0.113
42 H -2.33452 -0.96907 4.54692  0.109
43 H -0.82292 -1.94737 4.74572  0.107
44 H -1.16352 -0.57557 5.85522  0.111
45 H -1.10222 -1.21737 2.18932  0.131


Record 3
The following is a quantum chemistry calculation of a molecular structure, C30H81CrN12O15, from OMol25.

2S+1: 5
Gap between HOMO and LUMO (alpha / beta) (eV): 5.643 / 5.939
<S²>: 6.01
Total charge: +1

Last column: Löwdin charge in e.
CARTESIAN COORDINATES (ANGSTROEM)
1 Cr -25.68714 23.69303 23.26833  1.149
2 C -23.89672 19.88713 23.51197  0.041
3 C -24.68225 21.20003 23.44342  -0.673
4 O -25.68473 21.41248 22.77653  -0.031
5 O -24.22119 22.14642 24.15038  -0.112
6 H -24.02320 19.19405 22.68025  0.069
7 H -24.29674 19.30170 24.33984  0.064
8 H -22.83083 19.98159 23.71946  0.055
9 C -27.29266 23.08653 26.04761  -0.730
10 O -26.96937 23.35682 24.91409  -0.027
11 N -28.40372 23.35029 26.61311  0.214
12 N -26.47145 22.51308 26.87375  0.225
13 H -29.17457 23.76738 26.11119  0.142
14 H -28.60443 23.18685 27.58938  0.139
15 H -26.74291 22.32681 27.82859  0.136
16 H -25.54973 22.26683 26.54225  0.104
17 C -25.98379 16.55925 25.02936  -0.737
18 O -26.06977 17.72378 25.36313  0.014
19 N -25.52828 16.03637 23.88650  0.180
20 N -26.19567 15.61197 25.91291  0.162
21 H -25.46369 16.69614 23.12451  0.068
22 H -25.55311 15.03081 23.79518  0.114
23 H -26.19273 14.64211 25.63104  0.111
24 H -26.37558 15.88830 26.86757  0.117
25 C -29.03246 19.45622 22.54356  -0.788
26 O -28.94825 19.92039 21.40135  0.015
27 N -28.24203 19.59848 23.54053  0.183
28 N -29.99288 18.63057 22.87999  0.151
29 H -28.45826 19.22459 24.45352  0.113
30 H -27.37560 20.08180 23.35132  0.084
31 H -30.44235 18.23603 22.06610  0.120
32 H -29.78588 18.07507 23.69771  0.103
33 C -24.61499 24.33856 20.32291  -0.697
34 O -24.74910 23.82864 21.40926  -0.049
35 N -24.06181 25.49036 20.10277  0.216
36 N -25.21844 23.74311 19.28296  0.220
37 H -23.87087 26.14788 20.84527  0.136
38 H -23.86238 25.85566 19.18251  0.133
39 H -25.64374 22.83175 19.37589  0.120
40 H -24.96252 24.20105 18.41988  0.121
41 C -31.04942 18.68809 16.78636  -0.067
42 O -30.23419 17.51139 16.99965  -0.222
43 C -29.44562 17.14137 15.91939  -0.253
44 C -28.70152 15.88103 16.29938  -0.216
45 N -27.97047 15.98854 17.54046  -0.052
46 C -26.71045 16.74624 17.31486  -0.166
47 C -25.82466 16.69944 18.63642  -0.190
48 O -26.41249 17.67347 19.51093  -0.207
49 C -25.78716 17.78590 20.83676  -0.075
50 H -31.73293 18.80374 17.62752  0.085
51 H -31.68432 18.42594 15.94003  0.085
52 H -30.46116 19.59884 16.67421  0.085
53 H -28.87615 18.06925 15.86600  0.116
54 H -30.06106 16.85644 15.06607  0.123
55 H -28.04135 15.58738 15.48327  0.120
56 H -29.46241 15.12326 16.48626  0.120
57 H -28.56324 16.49975 18.17873  0.098
58 H -26.89864 17.78498 17.04337  0.091
59 H -26.09158 16.28530 16.54503  0.116
60 H -24.77735 16.88903 18.40124  0.105
61 H -25.88362 15.74268 19.15529  0.113
62 H -26.00175 16.91225 21.45222  0.061
63 H -26.19393 18.65401 21.35543  0.072
64 H -24.72263 18.00730 20.76026  0.070
65 C -25.24176 19.43996 13.68139  -0.075
66 O -25.16454 19.17855 15.08869  -0.184
67 C -25.21662 20.32661 15.87564  -0.256
68 C -24.84756 20.01886 17.30855  -0.218
69 N -24.46389 21.16992 18.08226  -0.066
70 C -23.91246 20.67010 19.33321  -0.174
71 C -22.71802 21.57953 19.77881  -0.199
72 O -21.46251 20.94944 19.61381  -0.206
73 C -20.70021 21.13241 18.36769  -0.060
74 H -24.50907 20.20689 13.43025  0.091
75 H -26.30709 19.56290 13.48626  0.090
76 H -25.02801 18.56942 13.06124  0.085
77 H -26.23319 20.71420 15.80897  0.124
78 H -24.66316 21.23063 15.62159  0.112
79 H -24.01601 19.31422 17.29865  0.120
80 H -25.67199 19.42908 17.70925  0.106
81 H -23.87663 21.76521 17.51583  0.097
82 H -23.51734 19.65478 19.36620  0.119
83 H -24.60013 20.85090 20.15936  0.098
84 H -22.70970 22.03225 20.77031  0.113
85 H -22.69388 22.38540 19.04526  0.093
86 H -19.75140 20.60612 18.47204  0.080
87 H -20.60455 22.15887 18.01368  0.083
88 H -21.14615 20.60994 17.52136  0.074
89 C -25.55099 13.67979 31.24948  -0.158
90 O -24.28935 13.81316 30.76660  -0.183
91 C -24.13711 14.80240 29.72549  -0.195
92 C -24.05156 16.22694 30.34691  -0.188
93 N -24.28549 17.34405 29.37003  -0.045
94 C -23.44308 17.06716 28.15522  -0.183
95 C -23.39594 18.26027 27.18166  -0.240
96 O -22.68245 19.28036 27.78922  -0.164
97 C -22.62858 20.41228 26.97272  -0.118
98 H -25.40054 12.97718 32.06911  0.100
99 H -26.15283 13.32093 30.41455  0.088
100 H -26.05880 14.55790 31.64841  0.082
101 H -24.86087 14.69875 28.91708  0.103
102 H -23.19044 14.60888 29.22105  0.115
103 H -23.04639 16.26006 30.76719  0.112
104 H -24.69494 16.44623 31.19900  0.108
105 H -24.03270 18.23051 29.78282  0.095
106 H -23.86259 16.22954 27.59799  0.093
107 H -22.42530 16.82533 28.46141  0.121
108 H -24.36811 18.61262 26.83693  0.101
109 H -22.81331 18.06011 26.28244  0.121
110 H -23.47664 21.08198 27.11555  0.069
111 H -22.53034 20.21195 25.90580  0.062
112 H -21.81330 21.09970 27.19828  0.093
113 C -20.73082 22.14394 23.83275  -0.088
114 O -19.51754 21.67799 23.21694  -0.162
115 C -19.46564 20.27593 23.18424  -0.233
116 C -18.68754 19.77970 21.92960  -0.184
117 N -17.27950 19.79692 22.26918  -0.069
118 C -16.31258 19.34283 21.25057  -0.165
119 C -15.84380 20.57753 20.42204  -0.238
120 O -15.38642 21.55186 21.31319  -0.221
121 C -15.04011 22.79489 20.64171  -0.070
122 H -20.91026 23.21320 23.94497  0.089
123 H -20.71764 21.74306 24.84626  0.079
124 H -21.61663 21.74420 23.33915  0.054
125 H -20.41764 19.74547 23.20430  0.098
126 H -19.05875 19.86989 24.11034  0.122
127 H -19.04024 20.36401 21.07973  0.102
128 H -18.89179 18.72129 21.76789  0.118
129 H -16.84104 20.69334 22.42500  0.090
130 H -16.78040 18.67447 20.52770  0.110
131 H -15.49473 18.83908 21.76579  0.113
132 H -16.63782 21.08877 19.87774  0.106
133 H -15.08588 20.42783 19.65312  0.117
134 H -15.81218 23.19351 19.98359  0.083
135 H -14.08991 22.67698 20.12082  0.087
136 H -14.91669 23.48595 21.47555  0.088
137 O -23.15966 23.42731 26.25770  -0.054
138 H -23.72272 24.12082 25.91384  0.022
139 H -23.07415 22.80667 25.53400  -0.020


Record 4
The following is a quantum chemistry calculation of a gas-phase ion, C3H9N2S (charge +1), from OMol25.

Structure (SMILES): N/C=[NH+]\CCS
Gap between HOMO and LUMO (eV): 9.606
Total charge: +1

Last column: Löwdin charge in e.
CARTESIAN COORDINATES (ANGSTROEM)
1 N 0.34057 -1.05505 1.65797  0.167
2 C -0.51515 -1.24770 0.67010  -0.189
3 N -0.28385 -0.93804 -0.55457  0.035
4 C 0.64920 0.01406 -0.97563  -0.203
5 C 0.11226 1.53325 -0.78181  -0.545
6 S -0.46919 1.79287 0.85421  0.814
7 H 0.91979 -0.31199 1.50873  0.035
8 H 0.13909 -1.55360 2.59686  0.202
9 H -1.16149 -1.99713 0.99241  0.148
10 H -0.96146 -1.22309 -1.24479  0.181
11 H 0.72407 -0.06322 -2.15720  0.178
12 H 1.61798 -0.01441 -0.50446  0.118
13 H 0.99409 2.03879 -0.89155  0.027
14 H -0.48417 1.87302 -1.69754  0.119
15 H -1.62174 1.15225 0.52727  -0.088


So what do the calculations give for strongest force on any atom? Going down the list: 0.84; 13.40; 5.96; 4.93 eV Å⁻¹.
So what do the calculations give for electronic energy? Going down the list: -6819.663; -54403.873; -109428.843; -17064.812 eV.
So what do the calculations give for energy relative to the best compared isomer or geometry (same formula, charge and spin)? Going down the list: 1.332; 4.404; 4.634; 1.354 eV.